DFT (the ωB97M-V functional and the def2-TZVPD basis) results for C19H13CsF6N5O8S2 as an isolated structure.

Structure (XYZ):
```
54
Properties=species:S:1:pos:R:3:lowdin_charge:R:1
Cs -1.0827 0.6988 0.0796 1.1149
O -0.4727 -4.0772 2.0648 0.1080
C -0.4185 -3.3583 0.9250 -0.4558
O 0.5929 -2.8230 0.5492 0.0937
C -1.7228 -3.3497 0.1899 -0.2044
C -2.6242 -4.3827 0.3703 -0.0124
C -3.7698 -4.3909 -0.4165 -0.0503
C -3.9610 -3.3673 -1.3153 0.0051
C -3.0258 -2.3271 -1.3884 -0.1683
N -1.9108 -2.3359 -0.6642 0.1319
C -3.3362 -1.1471 -2.3328 -0.6952
O -3.8634 -1.4840 -3.3995 -0.0141
O -3.0574 -0.0111 -1.8835 -0.2170
H 0.4137 -4.0399 2.4528 0.1297
H -2.4227 -5.1591 1.0935 0.1108
H -4.4925 -5.1920 -0.3235 0.1052
H -4.8149 -3.3267 -1.9761 0.1171
N 2.8589 2.8803 -1.6012 0.1140
C 1.6967 3.6356 -1.6917 -0.3181
C 1.8071 5.0144 -1.4850 -0.0278
C 0.6956 5.8003 -1.6776 -0.0766
C -0.4970 5.2015 -2.0546 -0.0785
C -0.5119 3.8253 -2.2036 -0.1523
N 0.5577 3.0438 -2.0386 0.1194
C 3.0300 1.5330 -1.2986 -0.3079
C 4.2195 0.9197 -1.7048 -0.0233
C 4.4460 -0.3905 -1.3411 -0.0777
C 3.4854 -1.0595 -0.5966 -0.0623
C 2.3400 -0.3643 -0.2537 -0.1489
N 2.1028 0.9046 -0.5895 0.0947
H 3.7105 3.4069 -1.6790 0.1326
H 2.7458 5.4424 -1.1566 0.1115
H 0.7545 6.8690 -1.5143 0.1079
H -1.3999 5.7761 -2.2023 0.1008
H -1.4333 3.3231 -2.4818 0.1132
H 4.9371 1.4670 -2.3029 0.1062
H 5.3585 -0.8879 -1.6456 0.1038
H 3.6040 -2.0890 -0.2916 0.1022
H 1.5764 -0.8572 0.3304 0.0547
F -0.3782 5.1864 2.5876 0.1387
C 0.0013 4.0281 2.0515 -0.6622
F -0.7759 3.8090 0.9694 0.0609
F 1.2602 4.1377 1.6311 0.1369
S -0.1974 2.6641 3.2924 0.5269
O 0.3338 1.4952 2.6466 -0.4131
O -1.6023 2.6807 3.5828 -0.2806
N 0.7658 3.1083 4.4216 -0.2982
S 0.5730 4.1089 5.6189 0.5801
O 1.2340 5.3630 5.3972 -0.2869
O -0.7298 4.1127 6.2187 -0.2794
C 1.6527 3.2317 6.8231 -0.6895
F 2.9038 3.1184 6.3767 0.1290
F 1.6840 3.9235 7.9673 0.1219
F 1.1897 2.0105 7.0930 0.1290
```

**Frontier orbital gap**: 8.08 eV
**Highest occupied orbital energy**: -6.13 eV
**Total energy**: -82272.31276 eV
**2S+1**: 1
**Energy above the lowest of the compared OMol25 structures with the same formula, charge and spin**: 1.2 kcal per mole
**Charge**: -1
**LUMO**: 1.94 eV